Density functional theory data (wB97M-V/def2-TZVPD) for a molecular structure, C27H35FN5OSTi.

Computed properties:
DFT total energy = -74721.3902 eV
<S²> = 0.760
E_HOMO (alpha / beta) = -13.917 / -13.925 eV
Spin multiplicity = 2
Net charge = +2

Last column: Löwdin spin population.
Geometry (Å):
1 Ti 0.7504 0.5032 0.1435  1.014
2 C -0.6508 0.1407 4.1677  0.000
3 C -1.3104 0.6582 2.8807  0.001
4 C -0.5012 1.8058 2.2645  0.004
5 C -1.7390 -0.4326 1.8998  -0.003
6 C -3.1036 -0.6624 1.7551  0.002
7 C -3.5768 -1.6661 0.9267  -0.004
8 C -2.6887 -2.4604 0.2163  0.002
9 C -1.3171 -2.2653 0.3018  -0.003
10 C -0.4185 -3.1983 -0.5055  0.000
11 C 0.4132 -4.1458 0.3701  0.000
12 C 0.4640 -2.4812 -1.5461  0.002
13 C -0.8537 -1.2462 1.1617  -0.003
14 N 0.5527 -0.9551 1.2312  -0.046
15 C 1.4335 -1.4496 2.2198  -0.001
16 C 1.2058 -2.4629 3.1346  -0.005
17 C 2.2044 -2.7927 4.0436  0.001
18 C 3.4202 -2.1177 4.0530  -0.006
19 C 3.6547 -1.0819 3.1526  0.001
20 C 2.6410 -0.8008 2.2810  -0.004
21 F 2.7412 0.2486 1.3765  0.010
22 H -0.7423 0.8992 4.9470  0.000
23 H 0.4101 -0.0717 4.0403  0.000
24 H -1.1410 -0.7652 4.5269  0.000
25 H -2.2441 1.1285 3.1889  0.000
26 H 0.4276 1.4693 1.7818  0.004
27 H -0.1385 2.4791 3.0371  0.000
28 H -1.1025 2.3799 1.5673  0.001
29 H -3.8055 -0.0532 2.3129  0.000
30 H -4.6432 -1.8356 0.8397  0.000
31 H -3.0685 -3.2536 -0.4190  0.000
32 H -1.1056 -3.8288 -1.0699  0.000
33 H 1.2411 -3.6319 0.8613  0.000
34 H 0.8374 -4.9348 -0.2540  0.000
35 H -0.2025 -4.6234 1.1350  0.000
36 H 0.7728 -1.5095 -1.1701  0.002
37 H -0.0485 -2.3242 -2.4962  0.000
38 H 1.3719 -3.0477 -1.7506  0.000
39 H 0.2552 -2.9845 3.1335  0.000
40 H 2.0281 -3.5865 4.7585  0.000
41 H 4.1875 -2.3866 4.7675  0.000
42 H 4.5778 -0.5169 3.1439  0.000
43 C 3.5142 -0.2136 -1.6790  0.009
44 N 3.1972 0.8390 -2.6347  0.000
45 C 2.7203 2.0413 -2.2850  0.002
46 S 2.2153 2.3758 -0.6640  -0.001
47 N 2.6958 2.9820 -3.2154  0.000
48 C 2.1848 4.3502 -3.0805  0.000
49 H 3.7647 -1.1192 -2.2223  0.000
50 H 2.6457 -0.4185 -1.0656  0.004
51 H 4.3281 0.0667 -1.0160  0.000
52 H 3.5894 0.7405 -3.5589  0.000
53 H 3.0809 2.7467 -4.1183  0.000
54 H 2.1327 4.6228 -2.0330  0.000
55 H 1.1981 4.4362 -3.5311  0.000
56 H 2.8675 5.0290 -3.5840  0.000
57 N -4.5738 2.2633 -4.3324  0.000
58 C -4.1341 2.8222 -3.1847  0.000
59 O -4.6221 3.7907 -2.6497  0.001
60 C -2.9296 2.1724 -2.5245  0.004
61 C -2.1348 2.9794 -1.7184  -0.001
62 C -1.0814 2.4167 -1.0424  0.005
63 N -0.7887 1.0935 -1.0994  0.003
64 C -1.5715 0.3264 -1.8719  0.005
65 C -2.6322 0.8242 -2.5994  -0.001
66 H -5.3616 2.6911 -4.7926  0.000
67 H -4.0850 1.5276 -4.8085  0.000
68 H -2.3726 4.0297 -1.6088  0.000
69 H -0.4482 3.0375 -0.4323  0.000
70 H -1.3568 -0.7294 -1.8760  0.000
71 H -3.2310 0.1362 -3.1815  0.000